1.
This record from the Open Molecules 2025 dataset describes 3 unconnected molecules or ions with the total composition C4H13NO2 at a distorted geometry. The level of theory is ωB97M-V with the def2-TZVPD basis set.

Last column: Löwdin charge in e.
Positions of all 20 atoms, in Å:
C1 1.873 -2.285 1.086  -0.107
C2 1.007 -1.039 1.169  -0.174
C3 -0.098 -0.901 0.428  -0.192
N1 -0.783 0.227 -0.060  -0.101
C4 -0.032 1.443 0.284  -0.131
H1 1.270 -3.168 1.312  0.072
H2 2.775 -2.187 1.672  0.063
H3 2.097 -2.430 0.027  0.066
H4 1.368 -0.164 1.694  0.080
H5 -0.383 -1.819 -0.093  0.118
H6 -1.009 0.210 -1.039  0.091
H7 1.024 1.351 0.024  0.080
H8 -0.148 1.614 1.340  0.082
H9 -0.525 2.315 -0.150  0.085
O1 -3.279 1.872 -0.046  -0.070
H10 -2.493 1.422 0.298  -0.014
H11 -4.038 1.547 0.443  0.031
O2 0.183 0.731 -3.071  -0.051
H12 0.525 -0.120 -2.782  0.034
H13 0.665 1.381 -2.536  0.039

Cartesian forces, eV/Å:
-1.4 0.2 -0.5
-0.3 1.0 -0.1
0.3 -1.4 -1.7
1.0 0.8 1.8
-1.2 0.1 -0.3
0.4 -0.1 0.6
0.1 -0.3 0.1
0.6 0.1 0.1
0.3 -0.1 0.1
-0.3 0.1 0.0
-0.1 -0.4 -0.2
0.1 0.2 0.0
0.4 -0.1 0.6
0.3 -0.1 -0.4
0.1 0.3 -0.1
-0.4 -0.3 0.0
0.1 -0.1 0.1
0.1 0.3 0.3
0.1 -0.1 0.0
-0.2 -0.2 -0.3

Its largest force on an atom is 2.24 eV Å⁻¹. The HOMO energy comes out at -8.357 eV. The value obtained for the LUMO energy is 0.0240 Ha. For the total energy, the calculation gives -365.3900 hartree.

---

2.
This record from the Open Molecules 2025 dataset describes 8 unconnected molecules or ions with the total composition C63H140N8O3 at a distorted geometry. The level of theory is ωB97M-V with the def2-TZVPD basis set.

Last column: Löwdin charge in e.
Positions of all 214 atoms, in Å:
N1 -1.478 -1.431 0.584  -0.578
O1 -2.191 -1.943 -0.291  -0.034
O2 -0.442 -1.987 1.050  -0.070
O3 -1.686 -0.230 0.951  -0.102
C1 6.548 -0.765 -4.763  -0.084
C2 5.438 -1.575 -4.137  -0.258
C3 4.842 -0.834 -2.951  -0.189
C4 4.004 -1.768 -2.056  -0.104
N2 3.225 -1.034 -0.971  -0.236
C5 4.035 0.095 -0.315  -0.081
C6 3.494 0.300 1.090  -0.117
C7 2.626 -0.951 1.339  -0.150
C8 2.904 -1.907 0.226  -0.101
C9 1.921 -0.462 -1.510  0.031
H1 6.839 -1.100 -5.754  0.093
H2 7.335 -0.524 -4.047  0.090
H3 6.197 0.259 -4.959  0.081
H4 5.704 -2.599 -3.844  0.102
H5 4.688 -1.801 -4.905  0.120
H6 4.329 0.056 -3.325  0.105
H7 5.566 -0.463 -2.221  0.113
H8 4.688 -2.462 -1.573  0.116
H9 3.268 -2.349 -2.614  0.137
H10 4.115 0.968 -0.954  0.133
H11 5.027 -0.346 -0.182  0.143
H12 2.817 1.154 1.064  0.078
H13 4.180 0.416 1.923  0.132
H14 1.594 -0.605 1.401  0.088
H15 2.806 -1.337 2.343  0.126
H16 2.034 -2.515 -0.026  0.127
H17 3.776 -2.551 0.337  0.129
H18 1.368 -1.359 -1.790  0.103
H19 2.139 0.121 -2.403  0.086
H20 1.378 0.112 -0.767  0.091
C10 0.405 2.429 1.105  -0.088
C11 -0.585 3.619 1.038  -0.218
C12 -0.043 5.000 1.487  -0.169
C13 1.287 5.443 0.846  -0.110
N3 1.657 6.857 1.245  -0.237
C14 2.564 7.339 0.081  -0.099
C15 3.708 8.221 0.681  -0.111
C16 3.488 8.165 2.199  -0.141
C17 2.573 6.981 2.470  -0.058
C18 0.539 7.869 1.236  0.025
H21 -0.129 1.583 1.543  0.051
H22 1.260 2.604 1.760  0.073
H23 0.727 2.170 0.097  0.049
H24 -1.386 3.452 1.755  0.076
H25 -0.931 3.638 0.004  0.095
H26 -0.095 5.152 2.568  0.127
H27 -0.776 5.741 1.157  0.082
H28 1.177 5.418 -0.238  0.130
H29 2.134 4.808 1.097  0.129
H30 2.110 7.973 -0.679  0.135
H31 2.986 6.483 -0.441  0.120
H32 3.633 9.179 0.178  0.127
H33 4.641 7.732 0.406  0.122
H34 3.149 9.158 2.504  0.126
H35 4.458 8.134 2.695  0.134
H36 1.970 6.950 3.371  0.142
H37 3.239 6.122 2.385  0.135
H38 0.948 8.844 1.495  0.127
H39 -0.160 7.734 2.066  0.103
H40 0.015 7.715 0.300  0.113
C19 0.821 -5.494 2.411  -0.075
C20 1.440 -6.448 1.319  -0.223
C21 2.899 -6.091 0.991  -0.196
C22 3.532 -7.105 0.037  -0.107
N4 4.926 -6.667 -0.452  -0.257
C23 5.476 -7.841 -1.254  -0.073
C24 6.277 -7.200 -2.381  -0.126
C25 5.497 -5.942 -2.720  -0.134
C26 4.807 -5.503 -1.395  -0.112
C27 5.741 -6.363 0.765  0.032
H41 1.589 -4.854 2.852  0.059
H42 0.255 -6.067 3.133  0.078
H43 0.256 -4.759 1.832  0.053
H44 0.773 -6.496 0.459  0.093
H45 1.436 -7.436 1.784  0.117
H46 3.409 -6.008 1.948  0.115
H47 2.920 -5.102 0.522  0.096
H48 2.844 -7.281 -0.794  0.136
H49 3.706 -8.127 0.380  0.147
H50 6.002 -8.451 -0.525  0.147
H51 4.688 -8.393 -1.765  0.145
H52 7.282 -6.930 -2.058  0.130
H53 6.357 -7.913 -3.200  0.139
H54 6.258 -5.255 -3.096  0.117
H55 4.707 -5.923 -3.470  0.117
H56 5.308 -4.640 -0.958  0.114
H57 3.804 -5.240 -1.719  0.117
H58 5.457 -5.462 1.294  0.104
H59 6.722 -6.084 0.366  0.123
H60 5.870 -7.273 1.342  0.129
C28 2.671 2.685 -3.829  -0.094
C29 1.426 3.578 -3.920  -0.225
C30 0.184 2.923 -3.298  -0.193
C31 -0.516 1.958 -4.307  -0.101
N5 -1.673 1.228 -3.700  -0.253
C32 -2.236 0.303 -4.812  -0.058
C33 -3.713 0.071 -4.433  -0.119
C34 -4.182 1.238 -3.501  -0.092
C35 -2.894 2.090 -3.544  -0.110
C36 -1.396 0.446 -2.450  0.035
H61 2.826 2.566 -2.748  0.058
H62 3.531 3.277 -4.143  0.091
H63 2.683 1.721 -4.331  0.068
H64 1.289 3.913 -4.950  0.125
H65 1.509 4.480 -3.311  0.109
H66 -0.594 3.559 -2.865  0.107
H67 0.563 2.379 -2.422  0.077
H68 0.315 1.268 -4.462  0.134
H69 -0.770 2.515 -5.202  0.149
H70 -1.656 -0.616 -4.765  0.131
H71 -2.096 0.848 -5.740  0.139
H72 -3.799 -0.897 -3.943  0.079
H73 -4.261 0.012 -5.372  0.134
H74 -4.447 0.869 -2.517  0.084
H75 -4.974 1.819 -3.965  0.132
H76 -2.750 2.624 -2.597  0.116
H77 -2.835 2.893 -4.277  0.150
H78 -1.005 1.173 -1.739  0.085
H79 -0.576 -0.262 -2.566  0.093
H80 -2.277 -0.105 -2.134  0.097
C37 -4.393 9.377 0.677  -0.077
C38 -3.789 8.162 1.380  -0.266
C39 -4.587 6.867 1.298  -0.188
C40 -4.079 5.720 2.175  -0.091
N6 -4.627 4.318 1.782  -0.245
C41 -4.102 3.260 2.777  -0.081
C42 -4.208 1.957 1.998  -0.131
C43 -4.107 2.360 0.518  -0.139
C44 -4.058 3.868 0.476  -0.120
C45 -6.116 4.447 1.822  0.045
H81 -4.351 9.194 -0.401  0.080
H82 -3.770 10.242 0.884  0.087
H83 -5.449 9.534 0.887  0.090
H84 -3.571 8.484 2.410  0.119
H85 -2.722 8.061 1.131  0.087
H86 -4.790 6.585 0.261  0.123
H87 -5.597 7.041 1.686  0.123
H88 -4.241 5.884 3.235  0.150
H89 -3.024 5.606 1.909  0.101
H90 -4.686 3.297 3.694  0.141
H91 -3.083 3.581 2.992  0.107
H92 -5.207 1.572 2.204  0.124
H93 -3.491 1.164 2.204  0.087
H94 -5.034 2.040 0.038  0.122
H95 -3.301 1.860 -0.017  0.095
H96 -4.679 4.292 -0.314  0.140
H97 -3.072 4.277 0.263  0.109
H98 -6.506 3.435 1.701  0.116
H99 -6.472 5.149 1.076  0.113
H100 -6.466 4.764 2.804  0.130
C46 1.349 -4.277 6.224  -0.080
C47 1.255 -2.800 5.837  -0.248
C48 -0.198 -2.272 5.695  -0.183
C49 -0.105 -0.785 5.423  -0.114
N7 -1.474 -0.058 5.470  -0.247
C50 -1.266 1.379 5.057  -0.121
C51 -2.052 2.185 6.085  -0.156
C52 -1.787 1.423 7.391  -0.112
C53 -1.940 -0.014 6.909  -0.076
C54 -2.390 -0.740 4.506  0.030
H101 0.840 -4.354 7.188  0.089
H102 2.350 -4.658 6.409  0.084
H103 0.835 -4.861 5.461  0.060
H104 1.706 -2.632 4.853  0.093
H105 1.757 -2.205 6.601  0.116
H106 -0.679 -2.412 6.670  0.119
H107 -0.809 -2.900 5.047  0.121
H108 0.244 -0.555 4.414  0.129
H109 0.548 -0.289 6.139  0.141
H110 -1.490 1.570 4.008  0.113
H111 -0.199 1.587 5.161  0.131
H112 -3.133 2.123 5.919  0.117
H113 -1.764 3.234 6.029  0.125
H114 -2.402 1.743 8.225  0.140
H115 -0.746 1.676 7.614  0.129
H116 -2.987 -0.312 6.879  0.146
H117 -1.376 -0.679 7.557  0.134
H118 -3.197 -0.056 4.249  0.099
H119 -2.795 -1.616 5.004  0.117
H120 -1.836 -0.967 3.597  0.096
C55 -5.693 -1.658 -2.004  -0.079
C56 -5.386 -3.061 -2.593  -0.224
C57 -3.960 -3.619 -2.523  -0.202
C58 -3.828 -4.918 -3.321  -0.108
N8 -2.497 -5.626 -3.256  -0.244
C59 -2.367 -6.975 -3.998  -0.066
C60 -1.116 -6.913 -4.832  -0.142
C61 -0.347 -5.687 -4.404  -0.137
C62 -1.460 -4.741 -3.910  -0.123
C63 -2.071 -5.861 -1.810  0.044
H121 -6.587 -1.554 -1.399  0.084
H122 -5.826 -1.015 -2.876  0.056
H123 -4.829 -1.254 -1.465  0.056
H124 -5.625 -3.046 -3.659  0.112
H125 -6.111 -3.711 -2.100  0.121
H126 -3.745 -3.840 -1.476  0.102
H127 -3.300 -2.779 -2.761  0.091
H128 -4.232 -4.818 -4.328  0.149
H129 -4.477 -5.669 -2.862  0.148
H130 -2.351 -7.691 -3.176  0.131
H131 -3.298 -7.251 -4.494  0.148
H132 -0.608 -7.878 -4.779  0.136
H133 -1.423 -6.917 -5.881  0.136
H134 0.314 -5.828 -3.548  0.105
H135 0.135 -5.232 -5.267  0.126
H136 -1.108 -3.889 -3.332  0.123
H137 -1.933 -4.282 -4.782  0.139
H138 -2.913 -6.322 -1.302  0.127
H139 -2.005 -4.832 -1.453  0.083
H140 -1.088 -6.308 -1.747  0.104

Cartesian forces, eV/Å:
1.5 1.3 0.0
0.3 -0.2 0.4
-1.0 -0.3 -0.5
-0.5 -0.5 -0.1
-0.2 1.3 0.0
-0.2 -0.6 -0.1
-0.5 -0.3 0.8
-0.6 0.6 -0.5
-0.3 1.4 0.6
1.5 -1.0 0.4
-1.5 0.0 -0.3
-0.3 0.9 1.3
-0.4 -0.5 -0.8
0.8 -1.1 -0.5
0.6 -0.4 0.3
0.5 -0.8 -0.3
-0.5 -0.2 -0.1
0.6 0.2 0.2
-0.3 0.4 0.2
-0.4 -0.1 0.2
0.7 0.1 -0.7
-0.1 0.1 0.2
0.0 0.0 0.0
-0.2 -0.1 -0.1
0.1 0.2 -0.4
0.2 0.1 0.3
0.6 0.2 -0.6
-0.2 -0.6 -0.4
0.2 -0.4 -0.2
0.1 -0.1 0.1
0.0 0.1 0.4
-0.4 0.2 0.0
0.1 0.1 0.1
0.2 -0.1 0.2
-0.6 0.2 0.6
1.2 0.2 0.7
-0.1 0.5 -0.9
-1.2 0.0 1.0
1.1 1.0 -1.8
1.7 0.7 0.1
-0.7 -1.7 -0.4
0.3 1.9 -0.1
0.4 -0.3 -0.9
-0.3 -0.8 1.4
0.1 -0.3 -0.4
0.1 0.2 -0.2
0.3 -0.1 0.1
-0.4 -0.3 -0.5
-0.4 0.3 0.2
0.6 -0.5 0.1
-0.1 -0.1 -0.2
-0.1 0.1 0.0
0.0 0.1 0.1
-1.1 -0.5 0.3
-0.1 -0.2 0.3
0.3 0.3 0.6
0.2 0.3 0.0
-0.7 -0.3 0.3
-0.1 -0.7 0.2
0.1 0.2 0.1
-0.3 -0.3 0.4
0.2 0.1 -0.9
0.1 -0.6 0.0
0.0 0.7 -0.1
0.8 0.4 -2.0
0.1 -0.1 1.6
-0.6 -0.4 -0.2
0.1 0.0 0.1
-2.8 -0.3 0.1
0.8 0.5 -0.3
-0.1 -0.7 0.3
0.4 0.9 0.1
1.3 0.4 -1.1
1.9 0.2 -1.4
0.1 -0.5 0.5
-0.2 0.3 0.1
-0.7 -0.1 0.5
0.2 0.0 -0.2
0.1 -0.2 -0.3
0.2 -0.1 -0.1
0.1 0.1 -0.1
0.4 0.4 -0.5
-0.2 0.2 0.8
0.1 -0.3 -0.4
-0.4 0.0 0.7
0.0 0.0 -0.1
0.1 0.1 -0.1
-0.3 0.5 0.2
0.3 -0.9 -0.3
-0.1 -0.1 0.2
-0.4 -0.2 1.0
-0.7 -0.3 0.1
0.1 -0.3 0.1
-0.3 0.2 0.3
0.2 1.3 1.2
-0.7 0.1 0.0
-0.9 -0.8 -0.3
2.0 0.6 2.4
-1.3 -1.1 -2.1
-0.1 -0.2 1.3
0.1 -0.3 -0.4
1.9 -0.2 -1.8
0.1 1.6 2.5
0.7 0.7 -0.3
0.2 -0.5 -0.1
0.1 -0.3 -0.3
-0.3 0.1 -0.2
-0.3 0.0 0.0
0.8 0.1 -0.2
0.4 0.7 -0.4
-0.1 -0.3 -0.1
-0.6 -0.6 -0.8
-0.4 -0.3 -0.1
0.1 0.1 -0.4
0.0 -0.2 -0.1
-0.2 0.1 0.0
-0.3 0.0 0.2
0.0 0.2 0.1
-0.2 -0.1 0.2
-0.1 0.0 0.0
-0.3 -0.4 -0.5
-0.6 -0.1 0.4
-0.1 -0.1 -0.6
-0.1 0.3 0.2
0.3 -0.9 -1.0
0.9 0.6 1.3
-1.4 0.0 0.7
1.2 -0.5 -1.7
0.7 1.7 1.6
0.0 0.5 -0.5
-0.4 0.0 -0.1
-0.8 -0.6 -0.4
-0.8 0.4 -1.0
-0.3 -1.3 0.1
0.0 0.2 0.0
-0.3 0.2 0.1
0.1 0.2 0.5
-0.9 -0.4 0.4
-0.2 -0.5 -1.0
0.5 -0.2 -0.1
0.0 0.6 -0.1
0.0 -0.1 0.0
0.2 0.0 0.7
-0.1 0.1 0.0
0.0 -0.1 0.0
0.1 -0.3 -0.1
0.1 0.2 0.4
0.1 -0.1 -0.1
0.2 0.1 0.2
-0.1 -0.1 0.1
0.1 0.1 0.8
-0.3 0.2 -0.4
0.1 -0.2 -0.2
0.4 0.2 0.1
-0.7 0.6 0.3
-0.2 -0.1 -0.5
0.5 -0.4 1.5
-1.1 0.1 -0.9
1.7 -0.3 -0.3
0.3 0.4 0.5
-0.8 0.0 -0.3
1.0 1.0 -1.3
-0.9 0.3 0.7
-0.3 0.2 0.5
-0.2 -0.4 -0.1
0.2 0.2 -0.3
0.0 -0.3 0.2
0.4 0.1 0.2
0.2 0.1 -0.2
0.1 0.0 0.1
0.2 0.4 -0.6
0.2 -0.2 0.0
-0.1 0.0 0.1
-0.4 -0.4 0.0
0.0 0.0 0.2
0.0 0.1 -0.4
0.0 0.0 0.4
-0.2 -0.3 0.0
0.0 -0.5 0.5
0.0 0.0 0.3
0.0 -0.3 -0.4
-0.1 0.0 0.2
0.0 -0.1 -0.3
0.0 -0.1 0.1
1.3 0.3 -1.1
-1.0 -0.3 -0.1
-0.1 0.3 1.3
-1.0 -0.9 0.8
1.4 0.9 -0.3
-1.3 -0.3 1.4
-0.4 -1.3 -0.8
-0.7 0.8 0.4
0.3 -0.1 -1.5
-0.9 2.1 -0.7
0.0 -0.4 0.1
-0.2 0.3 0.2
-0.1 -0.1 0.3
-0.4 0.0 0.1
0.3 -0.5 -0.3
0.1 0.1 0.0
0.4 -0.4 -0.5
0.8 -0.1 -0.3
-0.4 0.3 0.1
0.4 -0.1 -0.1
0.1 0.6 -0.4
0.4 0.2 0.4
0.2 0.6 0.0
0.4 -0.4 -0.4
0.5 0.0 0.3
-0.2 -0.4 0.7
-0.2 -0.2 0.0
0.4 -0.6 0.1
0.2 -0.2 0.6
-0.2 -0.5 -0.1

The total charge is +6. Its largest force on an atom is 3.20 eV Å⁻¹. The HOMO energy comes out at -19.978 eV. The value obtained for the LUMO energy is -0.4027 Ha. For the total energy, the calculation gives -3145.7548 hartree.

---

3.
This record from the Open Molecules 2025 dataset describes C3H2S3 in the gas phase at a distorted geometry. The level of theory is ωB97M-V with the def2-TZVPD basis set.

Last column: Löwdin charge in e.
Positions of all 8 atoms, in Å:
S1 1.303 1.867 -0.197  0.723
C1 0.001 1.182 0.460  -0.742
C2 -0.729 -0.035 0.000  -0.917
S2 -2.356 -0.015 -0.006  0.803
C3 -0.022 -1.265 -0.413  -0.712
S3 1.401 -1.792 0.169  0.730
H1 -0.470 1.647 1.370  0.066
H2 -0.603 -1.893 -1.102  0.049

Cartesian forces, eV/Å:
-0.4 -0.4 0.0
-0.1 0.4 1.1
-0.1 0.3 0.0
0.4 0.0 0.0
0.5 -0.5 0.0
-0.8 0.4 -0.3
0.3 -0.4 -1.0
0.2 0.2 0.2

Its largest force on an atom is 1.20 eV Å⁻¹. The HOMO energy comes out at -9.031 eV. The value obtained for the LUMO energy is -0.0848 Ha. For the total energy, the calculation gives -1309.9941 hartree.

---

4.
This record from the Open Molecules 2025 dataset describes a gas-phase ion, C4H8ClFN3O (charge +1) at a distorted geometry. The level of theory is ωB97M-V with the def2-TZVPD basis set.

Last column: Löwdin charge in e.
Positions of all 18 atoms, in Å:
N1 -1.816 0.785 0.717  0.149
N2 -1.313 0.634 -0.620  0.042
C1 0.120 0.341 -0.422  -0.353
C2 0.934 1.522 -0.137  -0.793
O1 0.511 2.428 0.495  0.093
Cl1 2.552 1.388 -0.658  0.888
C3 0.587 -0.917 -1.208  -0.013
C4 0.989 -1.549 0.163  -0.320
F1 2.306 -1.311 0.586  -0.006
N3 0.088 -0.712 0.894  0.085
H1 -2.822 0.969 0.747  0.181
H2 -1.244 1.659 1.132  0.217
H3 -1.577 -0.166 1.139  0.154
H4 -1.756 -0.055 -1.192  0.135
H5 1.379 -0.821 -2.015  0.144
H6 -0.198 -1.467 -1.621  0.097
H7 0.766 -2.578 0.312  0.145
H8 0.495 -0.151 1.688  0.157

Cartesian forces, eV/Å:
0.2 0.9 0.2
1.7 2.1 0.1
-3.1 -4.4 0.9
1.1 -0.1 -0.3
-0.7 1.0 0.7
0.5 0.4 -0.2
3.4 1.0 0.4
1.2 0.0 -0.5
-1.0 -0.3 -0.7
0.7 3.9 -0.6
0.2 0.2 -0.2
-1.4 -2.1 -0.9
0.1 1.1 0.5
-0.7 -0.6 0.3
-0.8 0.1 1.3
-1.5 -0.7 -0.6
0.2 -1.0 0.0
0.0 -1.5 -0.6

The total charge is +1. Its largest force on an atom is 5.41 eV Å⁻¹. The HOMO energy comes out at -14.686 eV. The value obtained for the LUMO energy is -0.1559 Ha. For the total energy, the calculation gives -956.4329 hartree.

---

Summary of gap between HOMO and LUMO in Ha
0.331 0.332 0.247 0.384
(order as listed above)